The following is a quantum chemistry calculation of a molecular structure, C39H33Cl2N3O5STeZr, from the Open Molecules 2025 dataset.

Structure (XYZ):
```
85
Properties=species:S:1:pos:R:3:forces:R:3
C -3.99539 1.21566 2.33913 0.0 0.0 0.0
C 2.92663 -0.34467 0.10964 -0.1 0.1 0.0
N -1.07903 -0.20430 3.30314 0.0 0.0 0.0
C -2.16327 -0.47066 2.70093 0.1 0.0 0.0
H -2.02129 3.48896 -3.63273 0.0 0.0 0.0
H -0.46180 3.05993 4.09315 0.0 0.0 0.0
C -3.78236 -4.41988 3.03257 0.0 0.0 0.0
C -1.42803 0.67727 -6.46435 0.0 0.0 0.0
H 0.57873 1.01756 3.40846 0.0 0.0 0.0
C 1.45708 2.97022 0.27597 0.0 0.1 0.1
C 0.29786 1.39896 -4.46887 0.0 0.0 0.0
O 1.58509 4.10384 0.65925 0.0 0.0 0.0
H -4.19152 -5.41766 3.12596 0.0 0.0 0.0
H -6.63407 2.26202 2.45227 0.0 0.0 0.0
C -4.25147 2.35159 0.26344 0.1 0.0 -0.2
C 2.23247 -1.68200 -0.11934 0.0 0.0 0.0
C -4.93860 2.01149 -2.74448 0.0 0.0 0.0
C -4.43340 -3.47037 2.26267 0.0 0.0 0.0
C -0.30770 0.14438 -4.36224 0.1 -0.1 0.2
C -5.52493 1.22048 6.02299 0.0 0.0 0.0
H 2.57992 -2.39996 0.62148 0.0 0.0 0.0
H -6.23948 3.63565 1.41566 0.0 0.0 0.0
C -3.90789 -2.18941 2.14663 0.0 0.0 0.0
H -4.74490 3.09389 -0.35150 0.0 0.0 0.0
N 2.15183 0.70832 -0.26798 0.1 -0.1 0.2
H 3.28459 2.03675 0.92643 0.0 0.0 0.0
C -5.83091 2.93119 2.13885 0.0 0.0 0.0
C -2.07005 -2.81487 3.56231 0.0 0.0 0.0
Te -1.17265 1.59752 6.20863 0.0 0.0 0.0
H -5.82737 3.60131 -5.59316 0.0 0.0 0.0
C -1.07362 2.15957 4.13640 0.1 0.0 0.0
H 0.27361 -2.25756 -0.51338 0.0 0.0 0.0
C -4.65671 -1.00520 5.76112 0.0 0.0 0.0
H -0.56846 1.51515 2.16472 0.0 0.0 0.1
H -6.36609 1.89994 6.07894 0.0 0.0 0.0
C -0.48454 1.12330 3.18654 -0.1 0.0 0.0
H 3.22966 2.46016 -0.77562 0.1 0.0 0.1
H 0.43551 -1.43195 0.87897 0.0 0.0 0.0
H -1.14961 -2.54141 4.06123 0.0 0.0 0.0
O 4.04289 -0.28498 0.58789 0.1 0.0 0.0
H 0.58522 3.22971 -5.52891 0.0 0.0 0.0
H -2.09097 2.43588 3.86337 0.0 0.0 0.0
C -3.86988 3.65350 -4.71818 0.0 0.0 0.0
H -4.32439 1.03671 3.35877 0.0 0.0 0.0
H -2.52230 -1.19197 5.85093 0.0 0.0 0.0
C -3.14303 0.84349 6.09157 0.0 0.0 0.0
C -4.23167 1.71046 6.15768 0.0 0.0 0.0
C -3.06621 3.21274 -3.68143 0.0 0.0 0.0
O -1.44586 0.00701 0.12177 0.2 0.0 0.1
H -5.51659 3.49279 3.02018 0.0 0.0 0.0
C -2.69450 1.89443 -1.62886 0.2 -0.1 -0.1
C 0.07976 2.27395 -5.51509 0.1 0.0 0.0
H -3.45654 4.29427 -5.48570 0.0 0.0 0.0
C -2.91056 0.51730 1.86062 -0.1 0.0 0.0
S 0.00282 -0.97364 -3.03451 0.1 0.3 -0.2
H -2.08103 -4.82984 4.27834 0.0 0.0 0.0
Zr 0.15291 0.59291 -0.97880 -0.4 -0.1 -0.1
C 2.64060 2.03846 0.04668 0.1 0.0 -0.1
C -0.79027 1.90490 -6.52634 0.0 0.0 0.0
H 2.50338 -2.04253 -1.11282 0.0 0.0 0.0
C -1.18624 -0.17901 -5.40356 0.0 -0.1 0.0
C -3.15397 1.64487 -0.27207 -0.1 0.0 0.1
C -5.73311 2.43702 -3.79733 0.0 0.0 0.0
H -5.34491 1.35098 -1.98981 0.0 0.0 0.0
O 0.28860 2.41049 -0.01302 0.0 0.0 -0.3
C -4.67763 2.15757 1.55465 -0.1 0.0 0.2
C -5.73772 -0.13629 5.81705 0.0 0.0 0.0
C -5.20206 3.26408 -4.77662 0.0 0.0 0.0
H -6.76510 2.11769 -3.85492 0.0 0.0 0.0
O -1.51565 1.67930 -1.97343 -0.1 0.0 0.1
H -4.81239 -2.06443 5.59510 0.0 0.0 0.0
H -2.11891 0.36995 -7.23681 0.0 0.0 0.0
C -3.36481 -0.51669 5.90636 0.0 0.0 0.0
H -6.74549 -0.51623 5.70635 0.0 0.0 0.0
C -2.72846 -1.84826 2.80043 0.0 0.0 0.0
Cl 1.38662 1.92932 -3.19947 -0.1 0.0 0.0
C -2.47142 0.72380 0.54554 -0.1 0.0 -0.1
C -2.59607 -4.08901 3.68021 0.0 0.0 0.0
H -4.06792 2.76904 6.31663 0.0 0.0 0.0
N 0.77033 -1.48336 -0.08188 0.0 -0.1 -0.1
C -3.60312 2.40313 -2.68177 0.0 0.0 0.0
Cl -2.02073 -1.69809 -5.38602 0.0 0.0 0.0
H -4.42559 -1.45209 1.54681 0.0 0.0 0.0
H -0.97318 2.57291 -7.35657 0.0 0.0 0.0
H -5.35269 -3.72274 1.75016 0.0 0.0 0.0
```
Forces are in eV/Å.

HOMO-LUMO gap: 6.8 eV
ΔE to the lowest compared entry with this formula, charge and spin: 0.0 kcal per mole
Multiplicity: 1

Results of the Mulliken charge analysis, in e, for atoms 1 through 6: 0.929 0.418 -0.249 -0.131 0.435 0.650


The following is a quantum chemistry calculation of a molecular structure, C39H33N6OReSb in a non-equilibrium geometry, from the Open Molecules 2025 dataset.

Structure (XYZ):
```
81
Properties=species:S:1:pos:R:3:forces:R:3
C 1.36080 -4.06000 -0.48180 -0.1 0.2 -0.2
H 5.92620 -0.03390 -0.93350 0.1 -0.1 0.1
C 5.03340 3.91470 1.27400 0.0 0.1 0.0
C -2.74720 -3.58320 2.55100 0.1 0.1 -0.1
H 6.06170 1.94210 3.82170 0.0 0.0 0.1
H 6.21830 0.93330 -5.07660 0.0 0.0 -0.1
C 2.11660 -4.12140 -1.63150 -0.2 0.1 0.2
H 2.62370 -3.05700 -3.44630 0.1 0.0 -0.1
C -4.05300 -3.65760 3.02720 0.1 0.0 0.0
C -3.37800 2.35720 -1.29560 0.3 0.1 -0.2
H 0.07370 2.94220 2.93770 -0.1 -0.1 0.2
C 4.24460 3.00140 0.59600 -0.2 0.0 -0.1
C -2.38740 -2.44950 1.84940 -0.7 0.5 0.2
C 4.10260 1.71180 1.09130 -0.5 -0.3 -0.2
H -2.03790 -4.38030 2.70870 0.0 -0.1 0.0
C 3.76770 -3.09590 2.54240 0.0 0.0 0.1
C 5.45300 0.26200 -1.85950 0.1 0.0 0.1
N 0.25470 0.68810 4.30020 0.1 -0.2 0.1
C -2.59950 -0.41820 0.79440 -0.6 0.8 -0.8
C -4.60520 -1.49190 2.07100 0.1 0.0 -0.1
H 7.26770 0.18910 -2.97180 0.1 0.0 0.0
N -1.32220 -0.86410 0.57640 1.0 1.1 -0.8
C 0.34280 0.81250 2.98460 -0.4 0.9 0.3
C 0.27340 2.21660 0.90260 0.7 -0.7 0.2
H -0.17420 1.39700 4.87490 0.1 0.0 -0.1
H 0.58080 -0.15860 4.74570 0.0 0.1 0.0
H -0.35250 2.96550 0.40530 0.1 -0.3 -0.2
C 2.10570 -3.03420 -2.50190 -0.3 0.3 0.1
C 4.86350 -3.63000 0.47670 0.0 0.0 0.0
H -4.34510 2.49500 -0.84140 -0.1 0.0 0.0
H 3.51300 -3.34160 3.56180 0.0 -0.1 0.1
C 0.62760 -2.89840 -0.19060 0.5 -0.3 -0.5
C 4.75010 1.32970 2.25610 -0.1 -0.2 0.0
H 6.29640 4.24750 2.97150 0.1 0.1 0.0
C 4.26680 1.12250 -4.21560 -0.1 0.0 -0.1
N -1.27740 1.18810 -1.22480 -0.1 -0.9 0.6
C 4.09340 0.52100 -1.90220 -0.6 0.0 0.6
C -2.54540 1.37360 -0.72840 0.3 0.1 -0.5
H 3.80600 1.47740 -5.12460 0.0 0.0 -0.1
C 5.54420 2.24700 2.92490 0.0 0.0 0.1
H -5.97810 -2.74590 3.13160 -0.1 0.0 0.0
H 0.07280 1.64850 -2.71340 -0.1 0.0 0.0
N 0.71250 -1.81290 -0.99250 0.0 1.1 1.4
N -3.11250 0.63750 0.25200 -0.4 -0.6 1.0
H 5.46060 -4.30510 -0.11620 0.1 -0.1 -0.1
C 4.53160 -3.96230 1.78000 0.0 -0.1 0.0
H 2.70900 -1.23810 2.58440 0.1 -0.1 0.1
Re 0.23560 0.24300 -0.06600 -2.4 0.0 1.1
H 3.75220 3.28560 -0.32790 0.0 0.1 0.0
C -2.97210 3.07640 -2.39370 0.0 -0.2 0.3
C -4.96360 -2.63760 2.77840 0.0 0.1 0.0
C 5.67970 3.53760 2.44170 0.0 0.0 0.0
C 6.21160 0.40430 -3.00830 0.1 0.0 0.1
C -1.17560 -2.13000 1.10220 0.8 -1.0 -0.2
O 0.84840 -0.08850 2.29270 0.1 -0.4 -1.8
C 1.40230 -1.90560 -2.12990 0.5 -0.2 -0.9
H -1.38750 3.28930 -3.84230 0.1 0.1 -0.1
N -0.24360 -2.97920 0.84560 -0.8 0.1 0.9
H 1.27500 -4.89160 0.19640 0.0 -0.1 0.1
C 5.61840 0.82630 -4.18670 0.1 0.0 0.0
C 3.67190 -1.56290 0.69690 -0.3 0.5 -0.3
H -1.30510 1.98530 2.37490 0.0 0.0 0.1
H 2.68780 -5.00820 -1.85850 0.0 -0.1 -0.1
C -0.21240 2.06580 2.35050 0.1 -0.1 -0.3
H 2.44550 1.22280 -3.09020 0.0 0.0 -0.1
H -3.60640 3.83720 -2.81970 -0.1 0.0 -0.1
H 4.71020 -2.16560 -1.08370 0.0 -0.1 0.0
H -4.37030 -4.52990 3.58150 0.0 0.0 0.0
H 4.65310 0.32010 2.63350 0.1 0.0 0.0
C -0.92100 1.86250 -2.33080 0.3 0.7 -0.7
C -1.72510 2.79150 -2.95170 0.3 -0.4 0.3
H -5.32730 -0.71770 1.86900 -0.1 0.1 0.0
C 3.50110 0.96910 -3.07120 -0.2 0.0 0.0
Sb 2.98380 0.31550 -0.08100 1.6 -0.2 -0.2
H 4.86510 -4.89710 2.20210 0.1 -0.1 0.0
H 1.28970 2.63280 0.92180 -0.2 0.0 0.0
C -3.29980 -1.39750 1.62140 0.3 -0.8 0.4
H 1.37420 -1.03770 -2.78010 0.1 0.0 0.1
C 3.32850 -1.90200 1.99900 -0.1 0.1 0.1
H 5.15020 4.91690 0.89120 0.0 0.1 0.0
C 4.43730 -2.42940 -0.06920 0.1 0.2 -0.1
```
Forces are in eV/Å.

HOMO-LUMO gap (alpha / beta): 6.0 / 6.4 eV
<S²>: 0.7573
Multiplicity: 2
Charge: +2

Results of the Mulliken charge analysis, in e, for atoms 1 through 6: -0.596 0.525 -0.725 -0.406 0.454 0.426